A 2-piece molecular cluster, C4H10O2 overall in a non-equilibrium geometry. Source: the Open Molecules 2025 dataset; level of theory: wB97M-V/def2-TZVPD.

HOMO energy: -10.492 eV
lowest unoccupied orbital energy: 0.4 eV
SMILES: CC(=O)O.CC
energy relative to the best compared isomer or geometry (same formula, charge and spin): 25.8 kcal/mol

CARTESIAN COORDINATES (ANGSTROEM)
O 2.15235 1.28196 1.76864
O 0.54432 -0.22418 1.77837
C -1.91996 -1.08841 -0.75476
C 1.80856 0.11026 -0.28375
C 1.30284 0.45467 1.10275
C -1.78601 0.33264 -0.25814
H 2.06128 1.01838 -0.83028
H -2.73566 -1.16132 -1.47690
H 3.09088 1.14102 1.58356
H 1.02777 -0.40459 -0.83561
H -1.69355 1.03658 -1.08274
H 2.69000 -0.52658 -0.22362
H -0.79021 0.60581 0.34685
H -2.63309 0.61203 0.36103
H -1.01240 -1.41328 -1.26176
H -2.10711 -1.77501 0.06637



A 2-piece molecular cluster, C4H10O2 overall. Source: the Open Molecules 2025 dataset; level of theory: wB97M-V/def2-TZVPD.

HOMO energy: -8.934 eV
lowest unoccupied orbital energy: 1.0 eV
SMILES: C=CCO.CO
energy relative to the best compared isomer or geometry (same formula, charge and spin): 54.8 kcal/mol

CARTESIAN COORDINATES (ANGSTROEM)
O 0.40101 0.98297 -1.02360
O -1.90896 -0.83539 -1.23629
C 0.59523 -0.59325 1.38785
C -0.98318 -1.44029 -0.34811
C -0.54530 -0.48245 0.71697
C 1.27214 1.75885 -0.21517
H -1.46771 -2.26484 0.19593
H 2.19681 1.18267 -0.06854
H -2.27759 -1.54152 -1.78285
H 1.37924 -1.27233 1.05454
H -0.11557 -1.84661 -0.88784
H 1.51699 2.68306 -0.74160
H 0.90621 2.01550 0.79661
H -1.29080 0.26594 0.99211
H -0.47722 1.37873 -1.10557
H 0.79871 0.00897 2.26557



A 2-piece molecular cluster, C4H10O2 overall in a non-equilibrium geometry. Source: the Open Molecules 2025 dataset; level of theory: wB97M-V/def2-TZVPD.

2S+1: 2
<S²>: 0.7567
HOMO energy (spin up / spin down): -14.778 / -14.777 eV
lowest unoccupied orbital energy (spin up / spin down): -5.6 / -9.4 eV
net charge: +1
energy relative to the best compared isomer or geometry (same formula, charge and spin): 45.8 kcal/mol

CARTESIAN COORDINATES (ANGSTROEM)
O -0.46138 1.01716 1.71838
O -3.31427 0.53499 -1.27859
C 0.36286 1.32346 0.95170
C 2.03278 -0.46238 0.86805
C -0.09346 -0.80136 -0.50682
C 0.94057 0.16476 -0.00074
H -0.84230 -1.05717 0.24576
H 1.38094 0.72145 -0.83314
H -4.10322 0.57863 -1.81083
H -0.79196 -0.49350 -1.29514
H 0.75639 2.31792 0.67950
H 2.75406 -1.04483 0.30158
H -3.22043 -0.40294 -1.08973
H 2.58445 0.35941 1.34433
H 1.61170 -1.08976 1.65091
H 0.40327 -1.66584 -0.94521



An isolated ion of composition C4H10O2P and charge +1 in a non-equilibrium geometry. Source: the Open Molecules 2025 dataset; level of theory: wB97M-V/def2-TZVPD.

HOMO energy: -14.025 eV
lowest unoccupied orbital energy: -3.8 eV
net charge: +1

CARTESIAN COORDINATES (ANGSTROEM)
P 1.43972 0.75880 1.59908
O -1.80924 -2.09496 -1.52236
O -0.13869 -1.42104 -0.17881
C -2.19656 -0.04066 -0.39507
C -1.38774 -1.25070 -0.77712
C 0.90586 -0.66248 -0.71431
C 0.99733 0.75152 -0.14662
H 1.78294 1.28693 -0.65679
H 1.41996 2.07306 2.05853
H 2.75775 0.33244 1.74365
H -1.93200 0.78277 -1.03142
H 1.81349 -1.17641 -0.45405
H 0.58376 0.00865 2.40236
H -3.22705 -0.30253 -0.50394
H -1.98526 0.21930 0.62928
H 0.10058 1.33534 -0.26281
H 0.87515 -0.60003 -1.78961



A 2-piece molecular cluster, C4H10O2S overall in a non-equilibrium geometry. Source: the Open Molecules 2025 dataset; level of theory: wB97M-V/def2-TZVPD.

2S+1: 2
<S²>: 0.7533
HOMO energy (spin up / spin down): -13.418 / -13.377 eV
lowest unoccupied orbital energy (spin up / spin down): -3.8 / -8.9 eV
net charge: +1
energy relative to the best compared isomer or geometry (same formula, charge and spin): 17.9 kcal/mol

CARTESIAN COORDINATES (ANGSTROEM)
S 2.08156 1.07774 0.92221
O -0.84571 -3.12942 0.33405
O 1.05692 2.03288 -2.41512
C -1.41244 -2.28522 -0.29405
C -0.18800 -0.58497 1.05219
C -1.10548 -0.81461 -0.14319
C 0.32317 0.90451 1.06341
H 0.88993 1.35506 -3.07268
H 2.39951 0.97889 2.23313
H -0.10988 1.53276 0.27857
H 0.68345 -1.23393 0.99803
H -0.74061 -0.71120 1.98663
H -0.60262 -0.51209 -1.06434
H 1.69510 2.67290 -2.76344
H -1.99892 -0.19828 -0.03690
H -2.17229 -2.55724 -1.04738
H 0.04631 1.47224 1.96891



C4H10O2S2 as an isolated structure in a non-equilibrium geometry. Source: the Open Molecules 2025 dataset; level of theory: wB97M-V/def2-TZVPD.

HOMO energy: -8.220 eV
lowest unoccupied orbital energy: -4.8 eV
energy relative to the best compared isomer or geometry (same formula, charge and spin): 200.8 kcal/mol

CARTESIAN COORDINATES (ANGSTROEM)
S 1.08003 -1.84031 1.17064
S -2.59332 1.10496 -0.58793
O 2.00844 2.45999 -0.56354
O -3.96805 -1.37815 -0.33689
C 2.02033 1.41503 0.07972
C -0.99254 0.64112 -0.15296
C 2.41982 0.08985 -0.47620
C 2.57944 -1.22176 0.23588
H -0.33986 1.29906 -0.75099
H 3.15784 0.83810 0.20783
H -4.59328 -0.64524 -0.43890
H 2.71273 -2.00729 -0.50847
H -3.25015 -0.84396 0.05443
H 3.44526 -1.25850 0.88159
H 2.83793 0.24047 -1.47246
H -0.82421 -0.36553 -0.60356
H -0.68575 0.50563 0.87925
H 1.46976 1.20225 1.01150



A 3-piece molecular cluster, C4H10O3 overall in a non-equilibrium geometry. Source: the Open Molecules 2025 dataset; level of theory: wB97M-V/def2-TZVPD.

HOMO energy: -9.106 eV
lowest unoccupied orbital energy: 0.3 eV
SMILES: C=CC(=C)O.O.O
energy relative to the best compared isomer or geometry (same formula, charge and spin): 85.5 kcal/mol

CARTESIAN COORDINATES (ANGSTROEM)
O 1.80175 -1.09382 -3.46888
O -2.12221 1.16309 4.82752
O -0.51856 -1.77183 4.45410
C 0.80859 -0.60107 -2.55903
C 0.64302 1.86133 -1.90180
C -0.28649 -1.38312 -2.41384
C 1.22970 0.64884 -1.79560
H -0.19067 1.95875 -2.54126
H 2.30011 0.59120 -1.55424
H -0.81447 -1.68195 3.50414
H -2.05791 2.02140 5.16193
H -0.57250 -2.01850 -3.22017
H 0.11550 -1.02906 4.46362
H -0.71184 -1.35526 -1.33768
H -1.90828 1.15841 3.93435
H 0.97467 2.68741 -1.31723
H 1.30958 -1.15582 -4.23591



A 3-piece molecular cluster, C4H10O3 overall in a non-equilibrium geometry. Source: the Open Molecules 2025 dataset; level of theory: wB97M-V/def2-TZVPD.

HOMO energy: -8.115 eV
lowest unoccupied orbital energy: 0.1 eV
SMILES: C=C/C=C/O.O.O
energy relative to the best compared isomer or geometry (same formula, charge and spin): 81.1 kcal/mol

CARTESIAN COORDINATES (ANGSTROEM)
O 2.13780 -1.71592 0.78202
O 1.45372 2.38881 1.55569
O -0.78005 1.91923 -0.16914
C -1.13832 0.59068 -0.08539
C -1.68862 -0.12878 -1.05863
C -0.00321 -1.99413 -1.05364
C -1.31804 -1.57248 -1.09874
H -2.39165 0.04773 -1.77949
H -0.66094 2.42686 0.67363
H -0.94602 0.03258 0.88197
H -2.07820 -2.33978 -1.23764
H 1.38638 -1.79737 1.35111
H 0.88508 -1.24073 -1.06568
H 2.43925 2.59135 1.66454
H 0.24357 -3.01132 -1.21947
H 2.39105 -0.76409 0.86773
H 1.12890 1.94601 2.29313



no.,electronic energy (eV)
1,-8404.4280
2,-8403.1726
3,-8394.9259
4,-17685.6208
5,-19230.8003
6,-30067.5204
7,-10449.5339
8,-10449.7247